No. 1
117
Properties=species:S:1:pos:R:3 method="wB97M-V/def2-TZVPD" homo_lumo_gap_ha=0.2785 total_charge=+1 e_above_lowest_ev=0.0000 energy_ev=-84534.131 e_homo_ev=-11.628
C 4.999 -1.311 2.380
C 4.020 -0.141 2.101
C 4.331 0.609 0.808
F 4.516 -0.353 -0.193
C 3.167 1.477 0.295
C 1.915 1.445 0.907
C 0.870 2.201 0.408
C 1.077 2.983 -0.701
C -0.122 3.757 -1.226
C -1.426 2.891 -1.206
C -2.414 3.487 -0.179
O -3.542 2.666 0.076
C -3.243 1.628 0.918
C -4.023 0.353 0.663
O -2.438 1.693 1.822
N 2.305 3.044 -1.271
P 2.653 4.108 -2.708
O 1.944 5.545 -2.435
Cl 1.713 3.177 -4.326
C 3.343 2.310 -0.791
C 4.720 2.360 -1.431
C 5.545 3.483 -0.752
F 4.887 4.694 -0.802
H 5.754 -1.040 3.127
H 4.480 -2.193 2.767
H 5.547 -1.644 1.492
H 3.021 -0.589 2.030
H 4.054 0.517 2.979
H 5.220 1.238 0.929
H 1.729 0.832 1.784
H -0.106 2.166 0.889
H -0.309 4.627 -0.584
H 0.012 4.077 -2.261
H -1.221 1.828 -1.016
H -1.902 2.911 -2.196
H -2.793 4.421 -0.618
H -1.878 3.766 0.737
H -4.329 -0.062 1.626
H -3.400 -0.395 0.157
H -4.896 0.590 0.042
H 1.487 5.867 -3.230
H 5.283 1.433 -1.296
H 4.677 2.530 -2.511
H 5.691 3.202 0.300
H 6.532 3.516 -1.230
C -4.847 -2.781 -2.908
C -4.159 -1.518 -2.431
O -3.282 -1.795 -1.335
H -5.418 -3.236 -2.097
H -5.522 -2.571 -3.738
H -4.114 -3.521 -3.237
H -4.893 -0.790 -2.084
H -3.581 -1.067 -3.240
H -2.623 -2.432 -1.634
C -9.124 -3.476 -5.120
C -7.869 -2.735 -5.541
O -6.791 -3.643 -5.763
H -8.941 -4.048 -4.209
H -9.947 -2.782 -4.940
H -9.429 -4.187 -5.890
H -7.556 -2.041 -4.761
H -8.047 -2.165 -6.459
H -7.062 -4.250 -6.459
C -4.277 1.618 -4.702
C -5.072 2.734 -4.049
O -5.564 2.327 -2.776
H -4.897 0.728 -4.821
H -3.905 1.922 -5.682
H -3.425 1.335 -4.076
H -5.932 3.000 -4.661
H -4.450 3.627 -3.920
H -4.805 2.102 -2.227
C 8.679 -2.413 5.830
C 7.526 -1.435 5.723
O 6.292 -2.132 5.516
H 8.751 -3.019 4.926
H 9.624 -1.888 5.979
H 8.525 -3.100 6.666
H 7.671 -0.764 4.875
H 7.446 -0.834 6.629
H 6.160 -2.716 6.269
C -0.630 -0.699 -4.207
C 0.261 -1.359 -5.241
O 0.611 -0.431 -6.262
H -1.537 -0.315 -4.675
H -0.908 -1.402 -3.422
H -0.120 0.154 -3.747
H -0.254 -2.193 -5.714
H 1.178 -1.738 -4.777
H 1.075 0.297 -5.838
C -1.055 -2.148 1.815
C -0.133 -2.789 0.796
O 0.277 -1.838 -0.191
H -1.936 -1.737 1.325
H -1.376 -2.874 2.564
H -0.553 -1.320 2.325
H -0.642 -3.599 0.277
H 0.758 -3.198 1.284
H 0.737 -1.127 0.266
C 11.037 -0.545 8.823
C 9.874 0.424 8.718
O 8.644 -0.275 8.522
H 11.110 -1.154 7.921
H 11.979 -0.012 8.963
H 10.896 -1.229 9.662
H 10.008 1.092 7.868
H 9.795 1.031 9.625
H 8.518 -0.858 9.277
C -8.626 -1.531 1.893
C -7.358 -0.805 1.487
O -6.279 -1.722 1.312
H -8.468 -2.083 2.820
H -9.450 -0.830 2.037
H -8.916 -2.258 1.131
H -7.060 -0.095 2.259
H -7.511 -0.254 0.552
H -6.534 -2.344 0.623

No. 2
49
Properties=species:S:1:pos:R:3 method="wB97M-V/def2-TZVPD" homo_lumo_gap_ha="0.1920 / 0.2389" spin_multiplicity=4 total_charge=0 e_above_lowest_ev=0.5878 energy_ev=-70337.911 e_homo_ev="-6.118 / -7.829"
Re 0.305 -0.743 0.663
C 3.048 0.335 -3.133
C 1.986 -0.239 -2.231
S 2.111 0.176 -0.541
C 0.964 -0.989 -2.644
C 0.698 -1.390 -4.066
S -0.204 -1.573 -1.476
H 3.835 0.808 -2.548
H 2.629 1.088 -3.802
H 3.503 -0.444 -3.746
H 1.610 -1.350 -4.660
H -0.035 -0.724 -4.530
H 0.298 -2.403 -4.116
O 0.980 2.329 3.219
C 0.622 1.702 2.258
O 1.164 0.552 1.895
C -0.494 2.182 1.367
C -1.134 3.383 1.725
C -2.080 3.883 0.889
C -2.340 3.221 -0.333
C -3.264 3.732 -1.273
C -3.461 3.104 -2.468
C -2.729 1.937 -2.771
C -1.841 1.413 -1.876
C -1.631 2.032 -0.624
N -0.738 1.504 0.275
H -0.853 3.851 2.656
H -2.622 4.790 1.130
H -3.804 4.638 -1.025
H -4.166 3.501 -3.185
H -2.873 1.451 -3.727
H -1.278 0.525 -2.108
N 2.757 -2.841 1.102
N 2.492 -3.355 2.387
C 1.655 -2.503 3.156
N 1.570 -2.743 4.508
N 0.613 -1.971 2.500
N -1.482 -0.637 2.345
O -1.498 -2.733 3.459
O -2.332 0.346 2.516
H 2.951 -3.601 0.468
H 3.508 -2.159 1.090
H 3.332 -3.589 2.909
H 2.338 -3.234 4.932
H 0.662 -3.007 4.860
Cl -0.924 -1.947 2.438
C -1.157 -2.582 0.896
H -2.118 -2.255 0.523
H -0.572 -3.472 0.716